The following is a DFT calculation (ωB97M-V/def2-TZVPD) of C33H53N2O2P2RuS as an isolated structure in a non-equilibrium geometry.

Computed properties:
E_tot = -74120.28441 eV
Spin multiplicity = 5
Gap between HOMO and LUMO (spin up / spin down) = 0.220 / 0.191 hartree
HOMO level (spin up / spin down) = -15.43 / -16.86 eV
Total charge = +3

Cartesian coordinates (Å):
C -1.70611 -1.74776 -1.77921
C 0.64725 -1.82380 -1.83253
C -1.80548 -2.60676 -2.89016
C 0.62623 -2.74911 -2.85235
C -0.61022 -3.11748 -3.43991
H -2.80827 -2.74137 -3.31747
H 1.57686 -3.14369 -3.16783
H -0.68082 -3.74714 -4.32509
N -0.52360 -1.70201 -1.08655
P -2.80724 -0.40228 0.43900
P 2.60442 -0.44324 0.00561
C -2.82530 -0.79000 -1.37598
H -2.74864 0.17654 -1.91556
H -3.74869 -1.30725 -1.70806
C 1.79829 -0.88137 -1.65127
H 2.65203 -1.34631 -2.20529
C 4.20552 0.64303 -0.68813
C 3.24509 -1.56934 1.55187
C -3.44938 1.32043 0.62452
C -4.12653 -1.73519 1.03217
C 3.71433 2.02242 -0.25705
H 3.36078 2.07450 0.80833
H 4.54398 2.76759 -0.37392
H 2.87224 2.33335 -0.89224
C 5.58297 0.32582 -0.10149
H 5.69496 0.29943 0.98127
H 6.01672 -0.60191 -0.49480
H 6.30615 1.09465 -0.43600
C 4.36027 0.56787 -2.20310
H 5.09746 1.29819 -2.55445
H 4.69673 -0.41840 -2.51937
H 3.45611 0.76876 -2.76352
C 3.73723 -0.56937 2.65640
H 2.86450 -0.02354 3.08382
H 4.18856 -1.15182 3.49025
H 4.45159 0.21188 2.31167
C 2.07145 -2.35436 2.19264
H 1.39509 -1.65351 2.71066
H 1.49436 -2.94478 1.44155
H 2.47412 -3.02793 2.98656
C 4.30490 -2.56066 1.03850
H 5.25032 -2.07150 0.70174
H 4.56288 -3.25770 1.86704
H 3.90228 -3.18125 0.19853
C -4.52120 -1.40557 2.47110
H -5.11987 -2.23426 2.86623
H -3.65924 -1.28932 3.13676
H -5.15715 -0.51687 2.53745
C -3.49340 -3.11871 0.93329
H -3.12355 -3.33268 -0.07460
H -2.67904 -3.26204 1.64651
H -4.26668 -3.86446 1.16157
C -5.38925 -1.74314 0.16706
H -6.13924 -2.36385 0.67714
H -5.85203 -0.76651 0.02032
H -5.23613 -2.20867 -0.81175
C -2.52745 2.28252 -0.13008
H -2.45764 2.04427 -1.18971
H -2.93274 3.29731 -0.04537
H -1.51648 2.28157 0.27465
C -3.45971 1.71838 2.10063
H -2.45427 1.67617 2.53428
H -3.82216 2.75041 2.18571
H -4.12368 1.09783 2.70753
C -4.86118 1.51903 0.06052
H -4.95046 1.19311 -0.97738
H -5.64796 1.05328 0.66121
H -5.08045 2.59682 0.06449
Ru -0.51816 -0.40315 0.63099
C -0.91153 -1.44124 2.19368
O -1.14186 -1.99398 3.21494
N 0.18005 0.81366 -0.83513
C 1.01594 0.47645 -1.77346
C 1.09806 1.21694 -3.03373
C 0.97322 2.59590 -2.94547
C 1.10175 0.58531 -4.29578
C 0.89259 3.39296 -4.08232
H 0.88263 3.04634 -1.94354
C 1.00231 1.37313 -5.45461
H 1.11502 -0.49676 -4.31789
C 0.91857 2.76173 -5.35006
H 0.78921 4.46436 -3.97681
H 0.96101 0.85453 -6.43082
H 0.85507 3.35653 -6.26182
C 0.85661 3.32626 3.31634
S 0.86678 1.52975 3.17845
C -0.06571 1.18399 4.73598
O -0.25457 1.32229 2.10097
H 1.30301 3.63551 4.25906
H -0.15744 3.72787 3.23327
H 1.47690 3.69992 2.50188
H -1.01960 1.79109 4.73279
H -0.27457 0.07973 4.74736
H 0.61029 1.46261 5.58737